(1)
{"formula": "C39H57Cl3N3O7S3Si2Sr", "method": "ωB97M-V with the def2-TZVPD basis set", "symbols": ["Sr", "C", "C", "S", "C", "C", "S", "C", "C", "S", "H", "H", "H", "H", "H", "H", "H", "H", "H", "H", "H", "H", "O", "N", "O", "C", "C", "C", "C", "C", "C", "N", "C", "C", "N", "C", "C", "C", "C", "H", "H", "H", "H", "H", "H", "H", "Cl", "C", "C", "C", "Cl", "C", "O", "C", "Cl", "C", "H", "H", "C", "C", "C", "C", "O", "Si", "O", "O", "C", "C", "C", "C", "O", "C", "C", "C", "C", "H", "H", "H", "H", "H", "H", "H", "H", "H", "H", "H", "H", "H", "H", "H", "H", "H", "H", "H", "H", "H", "H", "H", "H", "H", "H", "H", "C", "Si", "C", "C", "H", "H", "H", "H", "H", "H", "H", "H", "H"], "positions_angstrom": [[-0.0723, 0.0813, -0.0666], [3.8469, 0.4611, -0.4869], [4.2283, 0.3599, 0.9829], [2.8288, 0.2104, 2.1372], [3.0926, -1.4565, 2.8318], [1.9259, -2.4417, 2.7412], [1.0198, -2.5933, 1.1935], [2.2112, -3.2592, 0.0088], [3.3378, -2.3406, -0.4633], [2.7009, -0.7797, -1.1258], [3.3086, 1.3901, -0.6829], [4.7557, 0.4730, -1.0941], [4.9109, -0.4689, 1.1697], [4.7634, 1.2703, 1.2583], [3.9829, -1.8643, 2.3577], [3.3221, -1.3221, 3.8888], [2.2835, -3.4340, 3.0292], [1.1433, -2.1603, 3.4498], [2.6307, -4.1799, 0.4218], [1.5819, -3.5293, -0.8430], [4.0378, -2.1271, 0.3389], [3.8871, -2.8483, -1.2570], [-3.1382, -4.1759, 6.4586], [-2.4185, -3.1879, 6.2807], [-1.8334, -2.6400, 7.2077], [-2.2533, -2.6739, 4.9561], [-3.0203, -3.2678, 3.9730], [-2.9849, -2.8292, 2.6617], [-3.7948, -3.4037, 1.6597], [-3.7728, -2.9080, 0.3920], [-2.8822, -1.8340, 0.1145], [-2.1276, -1.2346, 0.9929], [-2.1707, -1.6851, 2.3183], [-1.4874, -1.0203, 3.3038], [-0.9282, 0.2888, 3.0380], [0.2345, 0.6186, 3.8053], [0.5007, -0.0024, 4.9556], [-0.3661, -1.0467, 5.4645], [-1.3479, -1.5643, 4.6518], [-3.6764, -4.0793, 4.2569], [-4.4322, -4.2413, 1.9256], [-4.3790, -3.3204, -0.4028], [-2.8124, -1.4858, -0.9104], [0.8073, 1.4656, 3.4484], [1.3780, 0.2918, 5.5218], [-0.2189, -1.4235, 6.4591], [-3.6963, -0.2400, -6.5925], [-2.6906, -0.4933, -5.1865], [-2.8925, 0.2690, -4.0535], [-2.0900, 0.0557, -2.9476], [-2.3370, 1.0506, -1.5247], [-1.0629, -0.9216, -2.8905], [-0.3423, -1.1376, -1.8449], [-0.9061, -1.6482, -4.0996], [0.3650, -2.8370, -4.1511], [-1.6930, -1.4552, -5.2171], [-3.6630, 1.0292, -4.0272], [-1.5213, -2.0433, -6.1087], [-2.0264, 4.3644, -2.6735], [-0.7817, 5.2122, -2.4317], [-1.1263, 6.4075, -1.5498], [-0.2187, 5.6985, -3.7652], [0.1859, 4.4695, -1.7003], [1.0433, 3.0692, -1.9436], [0.6710, 1.9728, -0.8689], [0.7316, 2.6089, -3.4972], [1.4820, 2.0990, -4.5982], [2.5114, 3.1188, -5.0826], [2.1734, 0.8073, -4.1827], [0.4578, 1.8148, -5.6907], [2.6639, 3.4562, -1.8469], [3.3186, 4.4148, -1.0157], [2.7866, 4.3369, 0.4164], [3.1253, 5.8198, -1.5815], [4.7986, 4.0531, -1.0434], [-2.7580, 4.9260, -3.2611], [-2.4821, 4.0795, -1.7219], [-1.7595, 3.4547, -3.2191], [-1.9124, 7.0146, -2.0077], [-0.2412, 7.0324, -1.3994], [-1.4696, 6.0562, -0.5732], [-0.9426, 6.3546, -4.2551], [-0.0159, 4.8484, -4.4181], [0.7106, 6.2545, -3.6123], [3.1746, 3.4010, -4.2602], [2.0221, 4.0188, -5.4634], [3.1090, 2.6834, -5.8879], [2.9185, 1.0132, -3.4064], [2.6748, 0.3451, -5.0363], [1.4419, 0.1024, -3.7786], [-0.0663, 2.7361, -5.9632], [-0.2808, 1.0939, -5.3273], [0.9442, 1.4071, -6.5814], [1.7232, 4.5950, 0.4454], [3.3366, 5.0254, 1.0634], [2.8974, 3.3194, 0.8042], [2.0643, 6.0738, -1.5860], [3.5036, 5.8637, -2.6071], [3.6642, 6.5533, -0.9752], [4.9724, 3.0979, -0.5416], [5.3915, 4.8226, -0.5411], [5.1367, 3.9657, -2.0786], [-3.7384, 1.1357, 2.4262], [-2.0355, 1.6778, 2.9307], [-2.1476, 2.4953, 4.6048], [-1.2957, 2.8863, 1.7118], [-4.3781, 2.0237, 2.3373], [-4.1696, 0.4756, 3.1852], [-3.7436, 0.6105, 1.4683], [-2.9246, 3.2698, 4.6065], [-1.1984, 2.9658, 4.8805], [-2.3901, 1.7567, 5.3761], [-1.6343, 3.9046, 1.9349], [-1.5712, 2.6709, 0.6720], [-0.1994, 2.8865, 1.7521]], "lowdin_charge": [1.1689, -0.5199, -0.5153, 0.8877, -0.4869, -0.4976, 0.8612, -0.5094, -0.4879, 0.8719, 0.0358, 0.0859, 0.0615, 0.0637, 0.0549, 0.0714, 0.0843, 0.0478, 0.0804, 0.0690, 0.0450, 0.0766, -0.0058, -0.3697, 0.0233, -0.0920, 0.0338, -0.1684, -0.0312, -0.0656, -0.1641, -0.0039, -0.2112, -0.1756, -0.0994, -0.2453, -0.1181, -0.0656, -0.1038, 0.1195, 0.1151, 0.0919, 0.0707, 0.0689, 0.1035, 0.0740, 0.6252, -0.6945, -0.1405, -0.5190, 0.7692, -0.5134, -0.3994, -0.5826, 0.6845, -0.1515, 0.1076, 0.1024, -0.0395, -0.6479, -0.0333, -0.0226, -0.1105, 0.0039, -0.5213, -0.1002, -0.6339, -0.0251, -0.0303, -0.0142, -0.1261, -0.6434, -0.0198, -0.0253, -0.0280, 0.0870, 0.0721, 0.0664, 0.0837, 0.0791, 0.0834, 0.0852, 0.0656, 0.0829, 0.0724, 0.0790, 0.0846, 0.0667, 0.0924, 0.0605, 0.0849, 0.0712, 0.0893, 0.0825, 0.0891, 0.0762, 0.0620, 0.0896, 0.0848, 0.0648, 0.0853, 0.0879, -0.1480, 0.4689, -0.1652, -0.1520, 0.0389, 0.0455, 0.0150, 0.0300, 0.0317, 0.0387, 0.0411, -0.0042, 0.0305], "homo_lumo_gap_ev": 5.08, "mol_weight_g_mol": 1026.25, "charge": -1}

(2)
{"formula": "C4H5LiO2Sn", "method": "ωB97M-V with the def2-TZVPD basis set", "symbols": ["H", "C", "C", "C", "C", "O", "O", "Li", "Sn", "H", "H", "H", "H"], "positions_angstrom": [[2.0378, 0.6180, 0.7765], [0.9839, 0.2687, 1.0113], [0.4887, -0.9593, 0.3351], [-0.8832, -0.8376, -0.3106], [-0.9665, 0.1426, -1.4396], [0.0979, 0.7446, -1.7694], [0.2478, 1.1342, 1.4613], [0.4631, 2.7836, 2.2941], [-1.3671, 1.4757, -2.7793], [0.5000, -1.7479, 1.1079], [1.2626, -1.2626, -0.3871], [-1.6560, -0.5546, 0.4221], [-1.2088, -1.8056, -0.7223]], "lowdin_charge": [0.1681, -0.1844, -0.1234, -0.1291, -0.4649, -0.2253, -0.0664, 0.8904, 1.5161, 0.1639, 0.1461, 0.1507, 0.1583], "homo_lumo_gap_ev": 9.17, "mol_weight_g_mol": 210.73, "charge": 2}

| no. | E_LUMO (hartree) | electronic energy (eV) | HOMO energy (eV) |
| --- | --- | --- | --- |
| 1 | 0.0706 | -146846.1356 | -3.2 |
| 2 | -0.3358 | -14342.0648 | -18.3 |